Record 1
Computed, not measured: C39H51B2N14S3Tl as an isolated structure, with ωB97M-V/def2-TZVPD.

Each line ends with the Löwdin charge.
Atoms and positions in Å:
Tl: 2.22 0.24 0.62  0.620
S: 1.41 0.30 -2.07  0.908
S: 0.69 2.46 1.45  0.911
S: 0.60 -1.63 1.81  0.847
N: 3.60 0.03 2.40  -0.075
N: 5.29 0.87 -0.04  0.052
N: -1.56 -1.39 -1.46  0.202
N: -2.42 0.11 1.67  0.225
N: 6.93 -0.95 0.88  -0.029
N: 4.72 -1.58 -0.06  0.035
N: 3.37 -1.57 -0.17  -0.076
N: -1.91 2.09 -1.03  0.210
N: 4.89 -0.30 2.16  0.040
N: 7.01 -2.14 1.53  0.049
N: 4.05 1.40 -0.10  -0.059
N: -0.89 -1.13 -0.32  0.010
N: -1.33 0.77 1.30  0.004
N: -0.85 1.28 -1.12  0.027
C: 8.17 -0.55 0.48  -0.066
C: 9.07 -1.48 0.90  -0.029
C: -0.81 1.83 1.95  -0.560
C: -4.63 2.85 -1.52  -0.021
C: -1.57 -3.67 -0.81  0.120
C: -3.13 4.69 -0.65  -0.020
C: -4.30 -0.32 3.09  -0.536
C: 5.21 -2.64 -0.71  -0.012
C: -5.22 -0.43 1.86  -0.022
C: 3.43 0.10 3.72  -0.117
C: -3.10 0.53 2.72  -0.136
C: -3.76 -1.71 3.48  -0.016
C: 4.13 2.54 -0.80  -0.121
C: -1.42 2.84 -3.22  0.128
C: -2.84 -1.62 -3.83  -0.045
C: 0.57 2.01 -4.52  -0.023
C: -0.31 2.05 -3.31  -0.209
C: 0.02 1.25 -2.17  -0.555
C: -1.55 2.37 3.04  -0.200
C: -0.43 -4.49 1.28  -0.027
C: 4.63 -0.15 4.36  -0.004
C: -1.91 -2.62 -1.72  -0.170
C: -2.05 -4.00 -3.80  -0.022
C: -3.42 3.76 -1.84  -0.536
C: -3.73 4.59 -3.08  -0.041
C: 8.29 -2.46 1.55  -0.118
C: -2.21 2.87 -2.04  -0.145
C: -1.08 3.60 3.74  -0.021
C: -2.69 1.70 3.41  0.133
C: 3.02 -2.64 -0.89  -0.139
C: -0.44 -2.07 0.54  -0.584
C: -0.84 -3.42 0.32  -0.229
C: 6.14 1.68 -0.70  -0.005
C: 5.44 2.76 -1.20  -0.003
C: -5.08 0.28 4.26  -0.039
C: 4.15 -3.35 -1.26  -0.004
C: -4.12 -3.34 -2.53  -0.018
C: -2.72 -2.88 -2.98  -0.545
C: 5.53 -0.40 3.34  -0.011
B: 5.50 -0.47 0.73  -0.613
B: -0.84 0.30 -0.02  -0.560
H: 4.21 -4.26 -1.84  0.116
H: 10.13 -1.50 0.71  0.108
H: -4.44 2.27 -0.62  0.068
H: -0.08 3.44 4.16  0.100
H: 8.36 0.36 -0.06  0.098
H: -4.49 0.32 5.17  0.099
H: -1.75 3.88 4.54  0.105
H: -0.84 -5.45 0.99  0.102
H: -1.85 -1.28 -4.16  0.081
H: -3.44 -1.84 -4.71  0.101
H: -4.63 5.18 -2.89  0.105
H: -2.93 5.29 -3.32  0.099
H: -2.30 5.36 -0.88  0.097
H: 2.46 0.35 4.14  0.116
H: -1.99 -4.94 -3.25  0.086
H: 7.18 1.46 -0.81  0.113
H: -5.47 1.27 4.03  0.099
H: -4.01 5.30 -0.45  0.104
H: 1.98 -2.83 -1.12  0.105
H: -4.83 2.17 -2.35  0.095
H: -1.00 4.43 3.03  0.103
H: -4.60 -2.58 -1.90  0.091
H: -3.32 -0.81 -3.28  0.076
H: -4.08 -4.28 -1.98  0.091
H: 8.61 -3.38 2.02  0.117
H: 3.25 3.14 -0.96  0.115
H: 6.58 -0.63 3.41  0.136
H: -5.94 -0.36 4.46  0.105
H: -4.68 -0.88 1.02  0.073
H: -6.07 -1.06 2.10  0.103
H: -5.51 3.46 -1.37  0.102
H: -3.94 3.96 -3.95  0.099
H: 4.83 -0.16 5.42  0.118
H: 1.58 2.32 -4.27  0.099
H: 0.66 -4.56 1.32  0.098
H: -3.19 -2.15 2.66  0.072
H: -4.60 -2.37 3.71  0.105
H: -1.05 -3.71 -4.12  0.097
H: -3.28 2.06 4.24  0.139
H: -2.88 4.12 0.24  0.068
H: 5.83 3.58 -1.77  0.120
H: -0.77 -4.24 2.29  0.095
H: -1.88 -4.68 -1.03  0.143
H: 0.18 2.66 -5.30  0.103
H: -3.12 -1.66 4.36  0.098
H: -4.75 -3.49 -3.41  0.104
H: -5.59 0.55 1.56  0.092
H: -2.65 -4.18 -4.69  0.104
H: 6.26 -2.85 -0.76  0.139
H: 0.63 0.99 -4.90  0.101
H: -1.70 3.47 -4.06  0.137

## Properties
Charge: +3
Total energy, eV: -100662.102
Kohn-Sham gap (spin up / spin down), eV: 4.775 / 2.084
Spin multiplicity: 2



Record 2
Computed, not measured: C39H51B3ClF4N14S3Y as an isolated structure, with ωB97M-V/def2-TZVPD.

Each line ends with the Löwdin charge.
Atoms and positions in Å:
Y: -1.31 1.15 3.11  1.275
Cl: -2.39 2.11 0.97  -0.035
S: 0.92 -1.17 1.70  0.724
S: -1.99 -3.94 0.87  0.831
S: -2.13 -1.27 0.85  0.928
F: -4.51 -0.71 4.82  0.237
F: -2.57 -0.77 3.51  -0.092
F: -2.51 0.28 5.51  0.149
F: -3.63 1.21 3.79  0.022
N: 0.29 0.26 4.52  -0.097
N: 0.03 3.35 5.14  0.031
N: 0.59 2.36 2.38  -0.059
N: 1.54 2.81 3.25  0.030
N: 0.26 0.33 -1.85  0.194
N: 3.77 2.94 5.14  0.071
N: 1.20 1.08 5.10  0.036
N: 0.22 -0.37 -0.72  0.001
N: 2.51 3.12 5.60  -0.026
N: -1.13 2.94 4.59  -0.056
N: 0.64 -2.77 -1.82  0.202
N: -2.12 -1.06 -1.54  0.024
N: -0.32 -2.81 -0.88  0.025
N: -2.31 -0.97 -2.83  0.220
C: 0.43 -0.94 5.09  -0.149
C: -4.55 -0.37 -2.27  0.106
C: 1.90 0.39 6.02  -0.031
C: -3.34 0.98 -5.06  -0.023
C: 1.17 -0.34 0.25  -0.641
C: 2.05 3.65 1.27  -0.039
C: 3.38 -2.74 -2.72  -0.028
C: -4.35 -0.50 -0.92  -0.195
C: 2.95 -5.04 -3.61  -0.055
C: 0.93 -5.09 -1.53  0.092
C: -2.08 3.78 5.01  -0.101
C: 1.26 1.82 -3.43  -0.538
C: 0.90 2.87 1.19  -0.174
C: 0.09 2.81 -3.32  -0.034
C: -0.44 -6.41 0.10  -0.057
C: -2.84 -1.44 -5.48  -0.046
C: 1.25 -3.87 -2.16  -0.178
C: 1.44 -0.91 6.05  -0.022
C: 1.32 1.02 -2.13  -0.204
C: -3.73 -0.46 -4.71  -0.546
C: 1.01 0.84 -4.59  -0.039
C: 1.64 -3.10 -4.49  -0.034
C: 2.43 3.58 2.60  -0.053
C: -0.19 4.45 5.88  -0.052
C: -5.19 -0.71 -5.09  -0.049
C: 2.44 1.00 -1.26  0.061
C: -0.73 -3.93 -0.27  -0.579
C: -5.38 -0.27 0.13  -0.002
C: -1.53 4.75 5.83  -0.025
C: 2.55 2.59 -3.69  -0.053
C: 3.83 3.41 7.35  -0.055
C: -3.04 -0.89 -0.59  -0.418
C: 2.52 3.38 6.94  -0.109
C: 4.57 3.13 6.18  -0.144
C: -3.52 -0.63 -3.21  -0.167
C: 2.31 -3.70 -3.25  -0.539
C: 2.38 0.36 -0.06  -0.258
C: -0.06 -5.15 -0.59  -0.232
C: 3.48 0.40 0.94  -0.044
B: -0.89 -1.39 -0.64  -0.865
B: -3.40 -0.03 4.49  -1.239
B: 1.35 2.60 4.77  -0.636
H: -5.86 0.07 -4.71  0.081
H: 3.86 -3.13 -1.82  0.094
H: 2.45 3.17 -4.60  0.093
H: -5.51 -1.17 0.74  0.103
H: 2.94 -1.77 -2.48  0.066
H: -2.04 5.57 6.32  0.104
H: -5.04 0.53 0.79  0.080
H: 1.46 -5.99 -1.80  0.124
H: -1.79 -1.28 -5.25  0.064
H: -5.55 -1.68 -4.74  0.097
H: 2.38 -2.93 -5.26  0.094
H: -2.98 -1.29 -6.55  0.092
H: -0.20 -1.76 4.79  0.118
H: 0.25 3.52 -2.51  0.089
H: 2.21 -5.76 -3.98  0.091
H: -6.34 0.00 -0.31  0.093
H: -0.27 -6.32 1.18  0.093
H: 1.16 -2.14 -4.24  0.058
H: 1.82 0.12 -4.68  0.080
H: 5.63 3.06 6.06  0.105
H: 3.67 -4.88 -4.41  0.094
H: 4.20 3.61 8.34  0.098
H: -2.28 1.16 -4.84  0.068
H: 0.08 0.29 -4.42  0.057
H: 1.79 -1.71 6.67  0.103
H: -5.28 -0.69 -6.18  0.093
H: 2.54 4.19 0.48  0.102
H: -1.50 -6.62 -0.04  0.085
H: 3.26 4.01 3.12  0.114
H: -0.84 2.28 -3.13  0.069
H: 0.93 1.39 -5.53  0.094
H: 2.69 0.86 6.59  0.120
H: 3.49 -5.48 -2.77  0.091
H: 3.34 1.54 -1.53  0.122
H: 0.88 -3.77 -4.89  0.093
H: 0.14 -7.25 -0.28  0.090
H: -0.01 3.37 -4.25  0.092
H: -5.52 -0.07 -2.62  0.128
H: 3.14 0.89 1.86  0.075
H: 4.34 0.95 0.55  0.091
H: 0.25 2.67 0.35  0.069
H: -3.93 1.70 -4.50  0.095
H: 0.62 4.97 6.37  0.120
H: -3.09 -2.47 -5.24  0.092
H: 1.62 3.48 7.51  0.121
H: -3.51 1.16 -6.12  0.096
H: 3.78 -0.61 1.22  0.083
H: 2.77 3.29 -2.88  0.087
H: 4.16 -2.60 -3.47  0.093
H: -3.11 3.63 4.70  0.120
H: 3.41 1.92 -3.81  0.090

## Properties
Charge: +1
Total energy, eV: -121114.066
Kohn-Sham gap (spin up / spin down), eV: 7.434 / 6.034
Spin multiplicity: 2
ΔE to the lowest compared entry with this formula, charge and spin, kJ/mol: 8.1



Record 3
Computed, not measured: a 8-piece molecular cluster, C39H51NO19 overall, with ωB97M-V/def2-TZVPD.

Each line ends with the Löwdin charge.
Atoms and positions in Å:
O: 8.67 -17.58 -17.73  -0.206
O: 12.61 -19.29 -15.42  0.160
O: 18.43 -11.12 -22.30  0.030
O: 14.33 -14.81 -16.26  0.097
O: 13.00 -16.08 -19.60  0.128
O: 10.12 -11.49 -21.09  0.145
O: 12.65 -22.12 -20.21  0.173
O: 11.24 -13.01 -20.20  0.107
O: 12.08 -14.97 -16.33  0.041
O: 7.21 -9.50 -14.24  0.033
O: 11.64 -10.90 -19.63  0.155
O: 14.86 -17.42 -19.96  0.062
O: 14.26 -14.07 -12.41  0.021
O: 16.57 -11.95 -17.23  0.017
O: 12.07 -10.47 -16.72  0.017
O: 15.11 -15.52 -19.03  0.066
O: 13.41 -16.77 -15.88  0.152
O: 12.67 -18.83 -10.02  0.069
O: 10.15 -13.23 -14.58  -0.232
N: 8.66 -15.21 -15.47  -0.044
C: 16.61 -10.94 -20.71  0.013
C: 12.43 -13.66 -16.95  -0.069
C: 12.01 -21.22 -16.69  0.077
C: 17.02 -11.62 -18.47  -0.346
C: 12.49 -17.31 -11.90  -0.017
C: 8.85 -13.38 -14.03  -0.240
C: 10.57 -13.65 -21.26  -0.129
C: 13.86 -15.33 -11.98  -0.295
C: 9.58 -8.92 -14.68  0.018
C: 16.17 -11.13 -19.42  -0.027
C: 18.36 -11.93 -18.73  -0.003
C: 8.50 -15.50 -16.86  -0.224
C: 7.92 -13.99 -15.02  -0.178
C: 14.37 -15.80 -10.72  0.013
C: 9.63 -10.85 -16.64  0.024
C: 12.59 -21.44 -19.06  -0.260
C: 11.06 -11.72 -20.29  -0.652
C: 16.18 -17.38 -19.55  -0.144
C: 13.90 -16.97 -10.00  0.019
C: 12.96 -20.04 -19.04  0.099
C: 12.06 -21.95 -17.90  0.027
C: 10.81 -10.22 -16.17  -0.334
C: 9.91 -12.55 -21.93  -0.153
C: 13.74 -13.49 -16.33  -0.136
C: 8.37 -9.70 -14.97  -0.313
C: 13.29 -15.65 -16.14  -0.549
C: 9.50 -16.49 -17.35  -0.210
C: 12.56 -19.92 -16.65  -0.202
C: 12.80 -19.27 -17.87  0.035
C: 18.88 -11.74 -20.03  -0.011
C: 14.21 -16.30 -19.61  -0.526
C: 9.22 -18.83 -18.25  -0.057
C: 10.78 -9.24 -15.28  -0.050
C: 13.01 -17.75 -10.70  -0.385
C: 17.97 -11.30 -21.01  -0.318
C: 8.38 -10.60 -15.97  -0.030
C: 11.06 -12.73 -13.53  -0.017
C: 12.84 -16.08 -12.50  -0.030
C: 16.40 -15.98 -19.06  -0.122
H: 14.36 -12.80 -16.89  0.120
H: 16.59 -16.09 -18.00  0.150
H: 9.68 -11.63 -17.39  0.103
H: 16.30 -18.08 -18.72  0.135
H: 12.02 -19.43 -10.42  0.116
H: 8.37 -12.48 -13.63  0.120
H: 10.11 -16.88 -16.54  0.110
H: 9.55 -14.73 -15.45  0.060
H: 14.90 -13.64 -11.84  0.098
H: 12.66 -13.72 -18.01  0.130
H: 12.10 -12.63 -13.87  0.075
H: 19.91 -11.92 -20.29  0.114
H: 12.94 -18.20 -17.83  0.112
H: 11.18 -14.15 -22.01  0.145
H: 10.20 -18.68 -18.72  0.061
H: 7.47 -15.57 -17.22  0.133
H: 11.79 -12.86 -16.57  0.110
H: 6.94 -14.24 -14.61  0.127
H: 8.84 -13.99 -13.13  0.127
H: 15.96 -10.68 -21.53  0.116
H: 11.53 -21.55 -15.79  0.144
H: 10.53 -11.81 -13.31  0.089
H: 13.38 -19.41 -19.82  0.121
H: 11.76 -17.90 -12.43  0.110
H: 15.08 -15.17 -10.22  0.098
H: 11.01 -13.43 -12.70  0.086
H: 17.07 -15.52 -19.78  0.148
H: 11.69 -8.81 -14.90  0.131
H: 11.81 -10.82 -17.58  0.039
H: 8.83 -12.65 -22.07  0.145
H: 14.34 -17.29 -9.07  0.119
H: 7.76 -13.42 -15.93  0.094
H: 9.70 -14.26 -21.02  0.142
H: 19.21 -10.63 -22.02  0.097
H: 8.51 -19.19 -19.00  0.088
H: 12.29 -15.78 -13.38  0.106
H: 17.09 -11.49 -16.56  0.110
H: 10.24 -16.21 -18.10  0.113
H: 8.67 -14.55 -17.36  0.099
H: 9.52 -8.10 -13.98  0.107
H: 15.15 -10.82 -19.27  0.122
H: 12.93 -18.41 -15.64  0.051
H: 18.96 -12.36 -17.94  0.113
H: 7.44 -11.03 -16.26  0.120
H: 7.24 -8.68 -13.73  0.099
H: 10.27 -12.24 -22.92  0.145
H: 11.73 -22.97 -17.83  0.137
H: 13.72 -12.96 -15.37  0.127
H: 11.85 -22.61 -20.03  0.131
H: 9.36 -19.50 -17.40  0.076
H: 16.97 -17.56 -20.28  0.140

## Properties
Charge: +1
Total energy, eV: -81648.578
Kohn-Sham gap (spin up / spin down), eV: 6.351 / 2.776
Spin multiplicity: 2



Record 4
Computed, not measured: C39H52AsBN3P2S2Si3W as an isolated structure, with ωB97M-V/def2-TZVPD.

Each line ends with the Löwdin charge.
Atoms and positions in Å:
W: 0.48 0.29 0.02  0.624
As: 2.72 0.60 -1.00  0.743
S: 0.92 -1.65 1.28  0.664
S: 0.64 1.33 2.12  0.666
P: -2.00 0.05 0.36  0.913
P: -4.26 -2.27 -0.48  1.083
Si: 2.45 2.84 -1.84  0.357
Si: 2.86 -1.07 -2.76  0.371
Si: 4.69 0.42 0.40  0.365
N: -0.59 0.84 5.56  0.217
N: 0.10 -3.24 4.48  0.221
N: -0.27 0.46 -1.84  -0.090
C: 4.72 -1.37 0.96  -0.201
C: -5.94 -1.89 1.61  -0.122
C: 6.23 0.89 -0.57  -0.186
C: -6.10 -1.62 -2.61  -0.088
C: 1.71 -2.44 -2.14  -0.228
C: -5.46 -1.26 0.46  -0.404
C: -6.45 -1.61 -3.95  -0.073
C: -3.36 4.22 -1.00  -0.057
C: -3.92 0.21 4.00  -0.058
C: -3.05 -2.01 3.68  -0.071
C: -2.76 -0.33 1.97  -0.365
C: 2.37 -0.38 -4.44  -0.192
C: -2.65 1.66 -0.19  -0.361
C: -3.44 0.59 2.76  -0.070
C: 0.25 0.06 3.26  -0.663
C: -2.64 -1.27 -0.75  -0.468
C: -5.60 -2.14 -4.91  -0.079
C: -2.74 4.04 0.22  -0.063
C: 4.07 3.78 -1.62  -0.207
C: -3.26 1.86 -1.42  -0.098
C: -4.87 -2.15 -2.22  -0.390
C: -3.72 -1.08 4.47  -0.054
C: -4.40 -2.70 -4.53  -0.080
C: 0.41 -1.24 2.90  -0.678
C: 1.87 2.94 -3.62  -0.184
C: -2.57 -1.63 2.43  -0.149
C: -0.77 0.56 -2.89  -0.189
C: 1.10 3.51 -0.69  -0.236
C: -7.46 -0.08 2.02  -0.073
C: -6.99 0.56 0.88  -0.071
C: 4.37 1.60 1.83  -0.209
C: 4.64 -1.67 -2.89  -0.205
C: -3.61 3.14 -1.83  -0.047
C: -6.93 -1.30 2.39  -0.075
C: -4.05 -2.73 -3.19  -0.128
C: -2.36 2.76 0.62  -0.142
C: 0.23 -2.33 3.80  -0.259
C: -6.01 -0.03 0.11  -0.115
C: -0.19 0.47 4.54  -0.245
B: -1.43 0.67 -4.26  -0.379
H: 4.28 2.63 1.48  0.022
H: 5.30 -0.83 -3.11  0.024
H: -0.80 0.00 -5.03  0.039
H: -2.55 0.25 -4.14  0.036
H: 1.68 3.99 -3.87  0.049
H: -3.63 1.60 2.40  0.099
H: 2.63 2.57 -4.31  0.029
H: -4.44 0.93 4.61  0.117
H: 1.42 3.49 0.36  0.007
H: 5.18 1.57 2.56  0.045
H: 5.41 -1.50 1.80  0.045
H: -3.74 -3.13 -5.27  0.108
H: 0.83 4.54 -0.93  0.050
H: -7.40 1.52 0.59  0.108
H: 1.41 0.14 -4.43  -0.013
H: 5.00 -2.16 -1.98  0.014
H: 0.95 2.39 -3.79  0.001
H: -3.12 -3.20 -2.88  0.101
H: 4.86 3.30 -2.21  0.027
H: -4.07 3.28 -2.80  0.119
H: 5.05 -2.03 0.16  0.017
H: 3.45 1.34 2.35  -0.013
H: 3.73 -1.70 1.29  -0.016
H: -1.86 -2.04 -0.71  0.024
H: -2.06 -2.36 1.81  0.098
H: 4.74 -2.39 -3.71  0.044
H: 2.29 -1.19 -5.16  0.050
H: -4.07 -1.36 5.45  0.116
H: -2.54 4.88 0.87  0.114
H: 4.39 3.80 -0.58  0.019
H: -7.29 -1.81 3.28  0.110
H: -7.40 -1.17 -4.25  0.108
H: -1.86 2.63 1.56  0.072
H: -8.25 0.37 2.61  0.108
H: -6.79 -1.22 -1.88  0.092
H: -1.41 1.85 -4.55  0.049
H: 0.70 -2.06 -1.97  -0.012
H: 7.11 0.81 0.07  0.046
H: -5.88 -2.11 -5.96  0.107
H: 2.08 -2.85 -1.20  0.011
H: -3.64 5.22 -1.32  0.112
H: 3.97 4.81 -1.97  0.043
H: -5.69 0.48 -0.79  0.092
H: -5.53 -2.85 1.90  0.094
H: 3.13 0.32 -4.79  0.033
H: 6.37 0.23 -1.43  0.016
H: -2.89 -3.02 4.03  0.114
H: 1.63 -3.27 -2.84  0.045
H: -3.47 1.02 -2.08  0.087
H: 6.17 1.92 -0.94  0.014
H: 0.18 2.93 -0.80  -0.013
H: -2.63 -0.88 -1.77  0.010

## Properties
Charge: +1
Total energy, eV: -172976.231
Kohn-Sham gap (spin up / spin down), eV: 5.765 / 5.920
Spin multiplicity: 3
ΔE to the lowest compared entry with this formula, charge and spin, kJ/mol: 7.3



| no. | F_max (eV/Å) |
| --- | --- |
| 1 | 1.23 |
| 2 | 0.82 |
| 3 | 5.56 |
| 4 | 2.75 |